This record from the Open Molecules 2025 dataset describes an isolated molecule of C3H6N4S. The level of theory is ωB97M-V/def2-TZVPD.

Summary:
**E_HOMO**: -8.677 eV
**Orbital gap**: 9.04 eV
**E_tot**: -735.1130 Eh
**Energy relative to the best compared isomer or geometry (same formula, charge and spin)**: 86.2 kJ/mol
**SMILES string**: Cc1nnc(N)n1S
**LUMO energy**: 0.0133 Eh

The geometry in XYZ format:
```
14
Properties=species:S:1:pos:R:3:forces:R:3:nbo_charge:R:1
S 0.16316 2.02617 -0.19949 -0.0054 -0.1173 0.1982 0.23
N -0.38697 -1.77504 -0.10999 -0.2114 0.2625 0.0181 -0.28
N 0.22216 0.33786 -0.11261 -0.2235 -0.1342 -0.1287 -0.55
N 2.61178 0.03326 -0.20023 0.2971 -0.6313 -0.2196 -0.81
N 1.00040 -1.72048 -0.09106 0.2037 0.2842 -0.0744 -0.35
C -0.84596 -0.56718 -0.12416 0.1051 0.0877 0.0711 0.33
C -2.27256 -0.14197 -0.11240 0.1897 -0.2711 -0.6281 -0.66
C 1.33841 -0.46479 -0.10878 -0.2297 -0.4562 0.0521 0.49
H 2.77871 0.86190 0.32219 0.1051 0.6564 0.3192 0.38
H -2.52336 0.46002 -0.99424 0.1102 0.0020 0.2217 0.23
H -2.51889 0.41136 0.77815 -0.0778 0.3130 0.3376 0.22
H 3.31459 -0.67777 -0.02621 -0.2364 0.1262 -0.0810 0.40
H -2.88485 -1.03459 -0.14324 -0.0554 -0.1712 0.0423 0.25
H 0.00340 2.25126 1.12207 0.0287 0.0493 -0.1286 0.11
```
Forces are in eV/Å.

This record from the Open Molecules 2025 dataset describes a structure of composition C30H60BF18MgN3O24S6. The level of theory is ωB97M-V/def2-TZVPD.

Summary:
**E_HOMO (spin up / spin down)**: -7.409 / -7.409 eV
**Orbital gap (spin up / spin down)**: 9.30 / 4.45 eV
**Spin multiplicity**: 2
**Expectation value of S²**: 0.75
**E_tot**: -7560.1066 Eh
**Total charge**: -1
**LUMO energy (spin up / spin down)**: 0.0696 / -0.1087 Eh

The geometry in XYZ format:
```
143
Properties=species:S:1:pos:R:3:forces:R:3:mulliken_spin:R:1
S 0.69091 -1.05744 -1.10035 -2.1384 4.2340 3.5853 0.00
S -0.88690 -5.17781 -5.39351 -2.1512 0.3253 -3.0623 0.00
S -3.41292 -2.73894 -1.26178 -0.6414 2.8953 1.7820 0.01
S -1.66739 -4.59400 -0.26311 -0.7158 -4.2521 3.6655 0.00
S 2.54168 -2.71193 -1.63010 3.3626 -4.6371 2.0031 0.00
S 0.48876 -6.18802 -3.58950 6.5952 -3.1198 4.4524 0.00
Mg -0.47591 -3.29011 -2.80642 -2.0892 0.3972 -0.9276 0.01
F -1.06078 -2.32955 1.22263 -0.8689 -0.2338 0.1247 0.00
F 3.28971 -4.20825 -3.68574 -0.6264 1.7735 0.0585 0.00
F -5.50374 -4.29629 -0.42612 0.8700 0.1301 -0.7906 0.00
F 0.64661 -3.51908 0.82945 -1.0571 -0.9811 0.0975 0.00
F 0.06996 -4.86374 -7.94766 -0.0168 -0.4309 0.8347 0.00
F -1.01593 -8.44012 -3.91135 -0.0645 0.9954 0.9286 0.00
F 0.45016 -3.19751 -6.69334 0.1951 0.0221 0.6791 0.01
F -4.32012 -5.01671 -2.15297 -0.8110 0.0090 -0.0861 0.00
F -0.72826 -4.12946 2.41275 -0.4247 0.0499 -1.2662 0.00
F -0.47190 -8.08124 -1.86090 -0.7417 1.2156 -0.9644 0.00
F 1.66738 -5.00270 -6.46174 -0.6937 0.7177 -0.3924 0.00
F -2.10872 -6.81451 -2.84976 2.0564 -1.2536 0.1165 0.00
F 4.51148 -2.46065 -3.38611 -0.6692 0.2562 0.1105 0.00
F -5.79944 -3.36913 -2.33584 1.3047 -0.5601 0.4212 0.00
F 2.56278 -2.20401 -4.32834 0.0741 -0.4888 0.4182 0.00
F 2.74355 0.73243 -1.16350 0.9146 0.4170 0.8032 0.00
F 1.94105 0.08205 -3.04868 0.8314 -0.1541 -1.2383 0.00
F 0.91143 1.47292 -1.88208 -1.7381 2.0829 0.5602 0.00
O -1.79115 1.92526 -4.44849 0.7909 0.7481 0.7309 0.03
O 1.16197 -0.94990 0.27577 -0.2411 -1.2000 -1.6480 0.00
O -3.64958 -1.76164 -2.34167 1.5832 -1.9827 1.1661 0.02
O -1.19103 -6.58402 -5.81925 1.1255 3.7047 1.8607 0.00
O -4.08331 1.00095 -3.84772 -1.5619 -0.2592 1.9603 0.01
O 2.67463 -4.09049 -1.06980 -0.8398 3.7416 -1.5983 0.00
O -1.27811 0.26477 7.19825 -0.9906 -0.8757 0.5518 0.00
O -0.62976 0.76265 -6.81294 1.5694 2.0875 0.5083 0.04
O -0.81088 -5.67691 -0.72622 -0.3952 1.7233 1.0394 0.00
O 4.51773 1.95298 5.64525 -0.0942 0.4368 -1.6827 0.00
O -1.96977 -4.21894 -5.49200 0.8018 -0.7199 0.0477 0.00
O 3.43024 -1.72566 -0.96001 -2.7438 -1.2815 -2.1157 0.00
O 0.55760 6.05621 -2.64686 0.2439 0.4075 -0.0443 0.00
O -2.98475 -4.99973 0.30407 2.8535 1.2887 -0.9200 0.00
O 4.92299 -0.70099 5.34477 0.0056 1.7131 -0.9269 0.00
O -3.68472 5.93061 -0.02788 -1.4705 -0.1689 -0.6959 0.00
O -0.39086 -0.73302 5.07892 0.0206 -0.2586 -2.3323 0.00
O -1.42289 7.45590 -0.57571 0.6440 -0.3391 -0.8108 0.00
O 4.43579 -2.58195 2.91042 0.0534 0.6180 1.1861 0.00
O 1.31915 -6.03434 -2.39201 -1.8163 -0.0438 -1.0452 0.00
O -0.15418 2.47170 7.58979 0.2149 2.3707 0.6994 0.00
O -0.68924 -0.67485 -1.27588 -0.1695 -0.3111 -0.8079 0.01
O 1.31921 -6.69701 -4.68143 -2.4567 0.0682 0.6084 0.00
O -3.62772 -2.26720 0.12061 0.7511 -0.9513 -2.7832 0.00
N -0.16338 -4.79304 -3.86188 -1.4639 -2.9875 -4.6880 -0.01
N -1.76832 -3.56867 -1.40206 -4.8331 2.8574 -0.6709 -0.01
N 0.86250 -2.38762 -1.96521 6.3871 2.3898 2.7188 0.00
C -2.00713 -0.89235 6.74371 1.4781 -0.2606 0.2981 0.00
C -2.12409 2.17278 -3.04170 -0.6102 -0.0863 -1.4127 0.00
C -1.91326 1.03813 8.22270 -0.3311 0.0357 -1.6613 0.00
C -0.12758 7.88561 -1.08949 -1.3443 -0.4770 -0.1225 0.00
C 1.58119 5.14887 -3.23554 -1.4338 1.6313 1.4000 0.00
C 4.37761 1.50424 4.28378 1.0461 -2.1199 1.8236 0.00
C -0.40463 2.22730 -4.71598 -1.1254 -1.2281 -2.2669 -0.01
C 4.47990 -2.94675 4.32960 1.9290 0.2926 -0.6468 0.00
C -4.96162 5.61548 0.50333 -0.7551 0.5416 1.4951 0.00
C 0.92755 6.85642 -1.47575 0.3355 -2.1353 -0.3462 0.00
C 4.35155 3.34910 5.81453 1.4502 -0.6806 1.1090 0.00
C -0.88355 -7.46007 -2.97475 -0.5981 -0.4588 -1.2627 0.00
C 5.18833 0.14059 4.16669 -2.1542 1.2051 0.4106 0.00
C -4.86170 -3.96541 -1.55131 -0.3113 -0.1110 0.0851 0.00
C -0.67024 -3.58554 1.17272 1.0555 -0.3283 -0.4160 0.00
C -0.82981 1.92124 8.73184 1.2075 0.5398 -0.4009 0.00
C -3.65572 1.93718 -2.86676 1.6730 -0.2102 -0.1108 0.00
C 0.39672 -1.28863 4.01388 0.1025 -1.0559 0.3003 0.00
C 0.44722 -4.52541 -6.70117 -0.2205 -0.7239 -0.0748 0.00
C -1.34497 6.53419 0.49474 -2.1763 -0.1665 -0.8390 0.00
C 1.65818 0.44220 -1.79312 -0.0240 -3.0040 -1.1217 0.00
C -2.82136 6.20672 1.00686 3.0576 0.4043 0.2256 0.00
C -5.37871 0.48210 -3.42982 -0.2431 0.6103 -1.2048 0.00
C -0.14035 2.05294 -6.30592 -1.0393 -0.2175 1.2623 0.00
C 5.44863 -1.98623 5.22521 -1.1486 -0.2939 -2.7385 0.00
C 3.23772 -2.87217 -3.38888 0.9755 -1.5232 -0.3840 0.00
C -1.01512 -1.71403 5.88390 0.7652 1.5413 0.1459 0.00
C 3.81830 -3.52885 2.03620 0.1853 0.3052 -0.2118 0.00
C 0.37508 3.82739 7.89294 0.6582 -2.0375 0.0856 0.00
C 0.48421 -0.02865 -7.26639 -0.8619 -0.8593 0.7103 -0.02
B -1.24484 -1.27805 -4.52960 1.0929 -3.6159 -3.0236 0.48
H -5.43539 6.44654 1.02580 0.5039 0.9068 0.1788 0.00
H 2.58528 5.43588 -2.92324 0.1110 0.3255 -0.3515 0.00
H -1.15367 2.79951 9.29030 -0.5092 -0.4786 0.6158 0.00
H 4.82517 3.95531 5.04232 -0.6587 -0.0377 -0.6826 0.00
H -1.76979 -1.41856 -5.46176 -2.5393 -0.4069 -2.7427 0.02
H -0.29196 8.35814 -2.05788 -0.5879 0.4354 0.2013 0.00
H 0.10640 8.62869 -0.32712 1.3459 0.0150 -0.2944 0.00
H -2.63745 5.31925 1.61240 -0.3149 -0.2632 0.3931 0.00
H -2.88866 -0.63701 6.15565 -0.0605 0.2003 -0.0089 0.00
H 1.43736 4.13633 -2.85848 -0.2721 -0.0849 -0.2678 0.00
H 3.32950 1.28454 4.08057 -0.1016 0.2163 -0.1545 0.00
H -0.00818 -2.15681 3.49387 -1.1615 0.1926 0.1192 0.00
H -2.26999 -1.50093 7.60894 -0.4096 -0.0843 0.1338 0.00
H -5.64064 -0.35114 -4.08189 0.4135 -0.2664 0.3564 0.00
H 3.42155 -4.37565 2.59622 0.0529 -0.1606 -0.2093 0.00
H 1.47076 0.34939 -6.99822 -0.0922 0.4402 -0.2096 0.00
H -0.78287 6.96510 1.32327 0.2482 -0.2839 0.2304 0.00
H 1.27784 -1.80159 4.39937 0.7092 0.6610 0.4142 0.00
H 3.33867 3.61880 6.11358 -0.0354 0.2064 -0.3511 0.00
H 3.04918 -3.09595 1.39654 -0.4593 0.4281 0.7481 0.00
H 6.39051 -1.83189 4.69876 0.3056 -0.7773 -0.3212 0.00
H 6.23257 0.35872 3.94288 0.3390 -0.3085 0.7066 0.00
H -2.65212 1.69477 7.76334 -0.4103 -0.0175 -0.2224 0.00
H 5.71112 -2.42765 6.18664 -0.6296 0.0092 0.1428 0.00
H 5.06055 3.51627 6.62537 -0.4681 0.5136 0.6381 0.00
H -1.91378 3.20863 -2.77545 0.1897 0.2094 -0.0427 0.00
H 0.40063 -0.95321 -6.69517 0.0742 -0.2450 -0.5125 0.02
H 4.51623 -3.80664 1.24638 0.5213 -0.5720 0.4243 0.00
H -5.54467 0.28294 -2.37110 0.9330 -0.5149 0.0964 0.00
H 0.38800 -0.21753 -8.33559 0.1509 0.0211 0.0117 0.00
H -4.89145 4.90470 1.32672 0.2025 -0.6603 -0.2542 0.00
H 3.46274 -3.06000 4.70464 0.0777 0.1975 0.3221 0.00
H -4.20787 2.87693 -2.85659 -0.1804 0.1713 -0.6740 0.00
H -0.16401 -2.11419 6.43489 -0.3621 -0.5134 0.8276 0.00
H -0.22999 3.27671 -4.47861 0.5164 -0.1040 0.3728 0.00
H -0.12874 1.29956 9.28871 0.2475 0.1900 0.3421 0.00
H -0.95163 -2.29280 -4.30923 1.2990 -3.3991 1.0666 -0.11
H -3.10299 7.01531 1.68136 -0.6268 0.2399 -0.1520 0.00
H -0.48301 -0.52899 -4.68044 2.8768 4.0111 1.1056 0.18
H -6.17684 1.19953 -3.62058 0.0611 0.6518 -0.3426 0.00
H 0.89619 2.16907 -6.62244 0.2847 -0.1489 0.7452 0.00
H 1.86286 7.36191 -1.71612 0.0832 0.3249 0.1926 0.00
H -5.82294 5.36799 -0.11714 1.0298 -0.5701 -1.1334 0.00
H 4.74109 -0.21826 3.23970 0.2228 -0.9923 0.1030 0.00
H -1.46915 -2.52254 5.31097 -0.3562 0.0654 -0.1059 0.00
H 1.12663 6.07138 -0.74623 0.1595 0.4613 0.7467 0.00
H 0.64825 -0.60285 3.20484 -0.0392 0.4769 0.5985 0.00
H 5.02443 -3.89089 4.34353 -0.2984 -0.5355 0.3142 0.00
H 4.82367 2.17102 3.54584 -0.1494 0.3403 0.0530 0.00
H -3.75218 1.57976 -1.84156 -0.2627 -0.5423 0.0991 0.00
H -0.58220 2.94331 -6.75327 -0.9280 -0.4366 -0.4494 0.00
H 0.19411 1.46374 -4.21940 0.3759 0.4207 0.3690 0.02
H 1.14082 3.76109 8.66583 0.4019 -0.4157 0.0846 0.00
H 0.89281 4.16375 6.99465 -0.5028 0.1575 -0.0160 0.00
H -2.43639 0.44137 8.96990 0.2847 -0.2030 0.2865 0.00
H -1.52534 1.52965 -2.39673 -0.1226 -0.2566 -0.0762 -0.01
H 1.36106 5.29536 -4.29298 0.5826 -0.5479 0.0062 0.00
H -0.29135 4.55401 8.35767 -0.8535 -0.1070 -0.7034 0.00
H -0.95892 5.58771 0.11626 0.4646 -0.0463 0.2389 0.00
H -1.91487 -0.82879 -3.81303 -3.0360 3.7915 3.6657 0.30
```
Forces are in eV/Å.

This record from the Open Molecules 2025 dataset describes an isolated molecule of C10H22BN2O2. The level of theory is ωB97M-V/def2-TZVPD.

Summary:
**E_HOMO (spin up / spin down)**: -8.170 / -9.168 eV
**Orbital gap (spin up / spin down)**: 8.66 / 9.65 eV
**Spin multiplicity**: 2
**Expectation value of S²**: 0.75
**E_tot**: -679.0467 Eh
**LUMO energy (spin up / spin down)**: 0.0179 / 0.0178 Eh

The geometry in XYZ format:
```
37
Properties=species:S:1:pos:R:3:forces:R:3:mulliken_spin:R:1
O -3.16462 -1.59985 0.39450 0.1431 0.3843 -0.8827 0.00
O 0.98499 2.37958 -0.26873 -0.2917 0.1132 0.1891 0.54
N 0.51377 1.19532 -0.17952 0.7724 -0.1568 -0.4660 0.36
N -0.76427 -2.83392 -0.14699 -0.0727 0.0624 -0.1190 0.00
C -0.66315 -0.72494 -1.30755 -0.1398 0.0604 0.2207 0.03
C 0.64937 -1.08110 0.84252 -0.0822 0.0390 -0.2235 0.00
C 0.03632 0.64631 -1.47608 -0.4070 -0.0126 -0.1817 -0.02
C 2.72694 0.29536 0.56736 0.0011 -0.0891 0.0366 0.04
C 1.04260 1.07426 2.18410 0.0939 0.1652 -0.1716 0.01
C 1.21456 0.35519 0.82842 -0.1524 -0.0523 0.5009 0.02
C 1.20277 0.58145 -2.48471 0.0567 0.0637 -0.0360 0.04
C -0.66464 -1.37570 0.09062 0.1399 -0.4168 0.3358 0.00
C -1.00013 1.63635 -2.01954 0.1977 0.0673 -0.0694 0.01
C -2.13713 0.08739 1.99728 0.0182 0.1922 -0.2245 0.01
B -2.02772 -0.96026 0.83167 -0.1403 0.0099 0.1910 -0.01
H 0.54334 -1.41142 1.87894 0.0403 -0.0160 -0.0077 0.00
H -1.81002 1.78488 -1.30304 -0.0446 -0.0346 -0.0471 -0.01
H 1.04540 -0.22225 -3.20378 -0.0207 0.0176 -0.0024 0.00
H -3.92452 -1.01538 0.27492 -0.0011 -0.2809 0.6571 0.00
H -1.40059 1.23956 -2.95407 -0.0831 -0.0327 0.0524 0.00
H -3.13240 0.11118 2.44242 0.0019 0.0217 0.0039 0.00
H 2.98761 -0.34587 -0.27375 -0.0118 0.0567 -0.0479 0.00
H -1.70537 -0.61073 -1.61402 0.0385 -0.1028 -0.1310 0.00
H -0.23754 -1.44290 -2.01216 0.1199 0.0217 0.0616 0.00
H 3.13004 1.29687 0.42479 -0.0346 0.0023 -0.0744 -0.01
H 0.11959 1.64532 2.21281 -0.0509 -0.0861 0.1018 0.00
H -0.00595 -3.13102 -0.75338 0.0447 -0.0334 0.0677 0.00
H 1.39807 -1.74321 0.39497 0.0192 0.0475 -0.0157 0.00
H -0.67423 -3.35265 0.71942 -0.0496 -0.0025 0.0050 0.00
H -1.89837 1.08826 1.62084 -0.0245 0.0191 0.0624 -0.01
H 2.16440 0.43205 -2.00112 -0.0258 -0.1276 0.0182 0.00
H -1.40659 -0.11244 2.78349 -0.0115 -0.0106 0.0070 0.00
H 1.27412 1.51521 -3.04162 0.0304 0.0350 0.0656 0.00
H -0.53470 2.59443 -2.23956 -0.0433 0.0514 0.1349 0.00
H 1.85600 1.78327 2.33265 -0.0278 0.0304 0.0020 0.00
H 3.19723 -0.13342 1.45555 0.0072 -0.0180 -0.0198 0.00
H 1.06481 0.35482 3.00234 -0.0095 0.0120 0.0066 0.00
```
Forces are in eV/Å.

This record from the Open Molecules 2025 dataset describes an isolated molecule of C6H6FNO3. The level of theory is ωB97M-V/def2-TZVPD.

Summary:
**E_HOMO**: -9.966 eV
**Orbital gap**: 9.29 eV
**E_tot**: -612.3077 Eh
**Energy relative to the best compared isomer or geometry (same formula, charge and spin)**: 363.5 kJ/mol
**LUMO energy**: -0.0250 Eh

The geometry in XYZ format:
```
17
Properties=species:S:1:pos:R:3:forces:R:3:nbo_charge:R:1
F 1.11681 -0.65270 1.53254 -0.0077 0.5811 -0.7880 -0.34
O 2.32357 0.39341 -1.49659 -0.3906 -0.2060 0.1745 -0.37
O 0.47813 -2.34140 -0.08542 -1.3907 -1.2318 2.4940 -0.71
O 3.22793 0.35821 0.47618 -1.8340 -0.4618 -1.0070 -0.37
N 2.26634 0.19461 -0.29847 1.9618 0.7594 0.8124 0.46
C 0.07190 -1.03447 -0.54717 2.4014 -1.9191 -0.8171 -0.06
C 0.95138 -0.14520 0.26870 -1.1415 3.7209 1.8953 0.44
C -0.06453 1.78240 0.67656 2.9222 -2.8162 -1.0111 -0.08
C -1.97810 0.33624 -0.16192 -0.3375 2.5645 1.2411 -0.21
C -1.33407 -0.76968 -0.41527 -3.1308 -1.8810 -1.2649 -0.17
C -1.31134 1.57303 0.28358 0.7268 1.6650 0.6742 -0.30
H 0.24627 -2.49689 0.93567 0.6597 0.8612 -3.4409 0.49
H 0.73987 2.53462 1.05657 -2.1059 -1.4549 -0.8363 0.27
H -3.06935 0.53967 -0.12598 0.7610 -1.1346 -0.4657 0.23
H -2.01929 -1.57337 -0.77455 0.9232 0.1921 0.4240 0.23
H -1.97231 2.44620 0.34726 0.0919 -0.1554 0.1100 0.23
H 0.32679 -1.14467 -1.67169 -0.1095 0.9167 1.8054 0.26
```
Forces are in eV/Å.